A molecular structure, C59H44Cl2MnO5S2Si at a distorted geometry. Source: the OMol25 dataset; level of theory: ωB97M-V with the def2-TZVPD basis set.

Summary:
- Total energy: -5807.7292 a.u.
- <S²>: 3.935
- HOMO-LUMO gap (spin up / spin down): 4.1668 / 5.6913 eV

Structure (ORCA input):
```
! wB97M-V def2-TZVPD RIJCOSX def2/J DEFGRID3
* xyz 2 4
Mn -0.7282 1.0338 0.7455
Cl -3.3034 1.0121 7.4396
C -2.8064 0.7368 5.8205
C -3.1249 -0.4743 5.1924
C -2.7448 -0.7008 3.8903
Cl -3.1233 -2.1808 3.1114
C -2.0248 0.2650 3.1529
O -1.6399 -0.0200 1.9366
C -1.7411 1.5021 3.8013
C -1.0836 2.5244 3.0843
O -0.6959 2.4248 1.8905
C -2.1257 1.7090 5.1371
H -3.6695 -1.2350 5.7350
H -0.8746 3.4636 3.5962
H -1.8799 2.6423 5.6252
C 4.2897 -3.8783 5.2051
C 3.8164 -2.7628 4.3223
C 4.6478 -1.6796 4.0442
C 4.2206 -0.6457 3.2321
C 2.9486 -0.7039 2.6863
C 2.0808 -1.7424 2.9795
C 2.5278 -2.7712 3.7858
S 2.4202 0.7159 1.7498
O 0.9400 0.4032 1.5187
C 3.1559 0.6762 0.0901
C 3.7152 1.9394 -0.2169
C 4.3319 2.1521 -1.4122
C 4.4069 1.1184 -2.3704
C 5.1005 1.3030 -3.5891
C 5.1732 0.2929 -4.5052
C 4.5498 -0.9435 -4.2449
C 3.8870 -1.1583 -3.0707
C 3.8066 -0.1385 -2.0917
C 3.1750 -0.3598 -0.8314
C 2.7759 -1.7639 -0.5374
C 3.8340 -2.6524 -0.1475
C 5.1710 -2.2075 0.0058
C 6.1607 -3.0741 0.3748
C 5.8770 -4.4335 0.6045
C 4.6020 -4.8978 0.4598
C 3.5544 -4.0268 0.0844
C 2.2308 -4.4955 -0.0688
C 1.2354 -3.6422 -0.4357
C 1.5067 -2.2725 -0.6740
S 0.0029 -1.4738 -1.2932
O -0.2108 -0.0694 -0.7227
C 0.5397 -1.1016 -2.9544
C 0.8718 0.1917 -3.3209
C 1.1789 0.4527 -4.6439
C 1.1443 -0.5592 -5.6036
C 1.3807 -0.2297 -7.0471
C 0.8379 -1.8576 -5.1976
C 0.5241 -2.1358 -3.8789
H 3.7276 -3.8900 6.1403
H 5.3435 -3.7684 5.4526
H 4.1433 -4.8432 4.7190
H 5.6408 -1.6413 4.4728
H 4.8631 0.2033 3.0266
H 1.0751 -1.7440 2.5810
H 1.8619 -3.5960 4.0090
H 3.6708 2.7219 0.5306
H 4.7786 3.1114 -1.6386
H 5.5862 2.2525 -3.7749
H 5.7223 0.4348 -5.4262
H 4.6041 -1.7337 -4.9818
H 3.4295 -2.1209 -2.8827
H 5.4154 -1.1699 -0.1751
H 7.1741 -2.7131 0.4903
H 6.6755 -5.1048 0.8908
H 4.3707 -5.9441 0.6175
H 2.0214 -5.5456 0.0909
H 0.2238 -4.0013 -0.5845
H 0.8698 0.9851 -2.5854
H 1.4300 1.4612 -4.9476
H 2.1502 0.5344 -7.1495
H 0.4629 0.1730 -7.4807
H 1.6638 -1.1090 -7.6218
H 0.8189 -2.6551 -5.9291
H 0.2577 -3.1416 -3.5747
O -2.1567 1.6744 -0.1411
Si -3.7218 2.1347 -0.1355
C -4.0815 3.2260 -1.6261
C -3.3909 3.0400 -2.8217
C -3.7516 3.7570 -3.9527
C -4.8169 4.6450 -3.9006
C -5.5044 4.8397 -2.7119
C -5.1416 4.1288 -1.5762
C -4.1675 2.8378 1.5630
C -5.0006 2.1337 2.4332
C -5.3425 2.6547 3.6747
C -4.8358 3.8822 4.0802
C -3.9796 4.5808 3.2403
C -3.6477 4.0640 1.9930
C -4.8125 0.6033 -0.4548
C -6.1214 0.7462 -0.9064
C -6.9271 -0.3714 -1.0795
C -6.4284 -1.6378 -0.8093
C -5.1227 -1.7870 -0.3692
C -4.3094 -0.6725 -0.2052
H -2.5770 2.3251 -2.8669
H -3.2118 3.6077 -4.8786
H -5.1192 5.1812 -4.7902
H -6.3314 5.5358 -2.6661
H -5.6846 4.2788 -0.6493
H -5.4057 1.1732 2.1326
H -6.0127 2.1020 4.3213
H -5.1130 4.2937 5.0423
H -3.5788 5.5394 3.5469
H -2.9969 4.6372 1.3404
H -6.5159 1.7299 -1.1294
H -7.9426 -0.2448 -1.4313
H -7.0602 -2.5051 -0.9481
H -4.7320 -2.7741 -0.1522
H -3.2842 -0.7864 0.1222
*
```

Results of the Löwdin charge analysis, in e, for atoms 1 through 6: number 1, Mn, carries 1.050; number 2, Cl, carries 0.752; number 3, C, carries -0.653; number 4, C, carries -0.058; number 5, C, carries -0.562; number 6, Cl, carries 0.792